{"formula": "C30H57BClCs2FMgN5NaO15PS", "method": "ωB97M-V/def2-TZVPD", "energy_ev": -117165.14495, "charge": 1, "symbols": ["H", "C", "H", "C", "H", "H", "C", "C", "H", "H", "H", "H", "O", "H", "P", "C", "O", "O", "H", "H", "H", "H", "C", "H", "O", "H", "H", "C", "C", "H", "O", "H", "C", "H", "C", "H", "C", "H", "O", "Mg", "C", "C", "H", "B", "O", "O", "H", "O", "H", "F", "C", "C", "H", "C", "C", "H", "H", "H", "H", "H", "H", "N", "H", "S", "H", "H", "O", "N", "H", "C", "H", "H", "H", "C", "O", "H", "O", "C", "H", "C", "N", "H", "H", "C", "Cl", "Na", "C", "H", "C", "C", "C", "N", "C", "H", "O", "H", "H", "H", "H", "H", "H", "Cs", "O", "Cs", "H", "N", "H", "O", "H", "C", "H", "H", "H", "C", "H", "C"], "xyz": [[-9.357495, -3.835742, 5.212120], [6.695913, 2.493406, -0.178841], [0.004251, 2.052899, -3.826770], [-6.120024, -4.373914, 1.622113], [-5.587396, -5.325834, 1.681110], [0.167947, 2.852047, -0.015180], [-6.024172, -3.622099, 2.937201], [-8.640326, -6.095678, 6.874982], [5.593954, 6.524995, -3.915469], [-3.600030, -2.964511, -1.577595], [-3.835672, -1.368552, 0.020791], [1.899770, -0.536369, -2.336522], [3.890689, 1.134055, -0.601677], [-8.792563, -5.595117, 7.838320], [4.831747, 6.585331, -1.934819], [-8.533415, -3.902971, 5.926449], [0.516393, 1.282349, -3.539653], [3.869830, 1.305200, -2.737576], [7.974679, 2.169445, -10.612175], [-3.917400, -3.649829, 3.430481], [-2.028254, -3.466042, -2.171281], [7.224017, -0.831230, -1.972460], [4.341953, 3.761412, -2.324143], [-3.124139, -4.672291, -1.504406], [-0.994926, 1.693232, 4.268147], [-7.919282, -6.897709, 7.052521], [-12.063018, -6.345430, 6.265353], [6.648131, 3.813087, -1.111251], [-11.135221, -5.785634, 6.382437], [8.313995, 4.585145, -10.008307], [10.592989, -1.856692, -0.901164], [-8.859456, -3.569011, 6.914020], [0.264381, 1.736250, 4.466149], [-1.251189, -4.071738, 0.037711], [7.307933, 0.107777, -1.442466], [-7.148886, -4.582214, 1.335434], [0.065328, 4.361879, -1.630131], [-9.050256, -7.972937, 5.009905], [8.896590, -3.553516, -0.764609], [3.472379, 2.939894, 1.851969], [0.282648, 4.766168, 0.948267], [1.550528, 4.111072, -1.911850], [7.428232, 2.732911, 0.612547], [1.077836, 1.661639, -2.306604], [10.993414, -4.014746, -1.847718], [7.469347, 2.500920, -8.606387], [-1.284890, 1.452255, -0.852563], [0.876338, 1.119651, 5.346749], [9.195671, 1.701102, -9.485593], [3.764446, 4.582801, 0.733929], [5.943949, 3.542195, -2.488942], [-0.255242, 3.861928, -0.190661], [-6.780126, -2.835066, 2.981379], [8.358121, 2.421237, -9.601805], [-5.434278, -3.433749, 0.655581], [9.774770, 3.771188, -10.571682], [-11.101704, -5.053746, 5.574424], [-2.365035, -3.652980, 2.074388], [-3.330219, -4.811304, 1.160272], [-4.609586, -2.020493, 3.365909], [9.566426, 4.103594, -8.851288], [0.751588, 0.843760, -1.098845], [6.328606, 4.345751, -3.250808], [9.971463, -2.993258, -1.595896], [2.151539, -0.750741, -0.598593], [6.058560, 4.576507, -0.575195], [6.065673, 6.576811, -3.071788], [-9.784707, -7.269629, 5.003172], [7.652385, 4.257994, -1.210763], [3.373063, 2.621506, -2.431909], [-0.529486, 5.295041, 1.474418], [-6.176409, -4.271124, 3.798999], [0.642696, -1.309826, -1.386803], [-9.941012, -6.734341, 6.359786], [0.834415, 2.516251, 3.577695], [-6.072107, -2.582195, 0.418688], [-1.684844, 3.740045, 0.044317], [-4.632444, -3.011057, 2.917662], [-1.050608, -0.049504, -1.868458], [7.180613, 1.144585, -0.847160], [-4.219458, -2.904700, 1.424208], [4.858839, 6.435481, 0.251248], [-5.111370, -3.921671, -0.259126], [-2.993822, -3.775234, 1.191408], [1.820631, 6.808599, -1.487537], [-1.235542, 0.513452, 1.730594], [-2.768243, -3.646986, -1.392235], [1.082620, 5.450353, 0.634163], [2.386417, 5.169182, -1.844041], [-2.134862, -3.431533, -0.019231], [3.854538, 5.061343, -2.054802], [4.227599, 0.599186, -1.587591], [-3.972102, -1.468895, 1.095256], [-10.177861, -7.566307, 7.028730], [5.468311, 6.799174, -0.417214], [0.727751, 4.103555, 1.718906], [6.130045, 2.500000, -2.925880], [-4.838592, -0.890261, 1.406820], [-1.966085, 2.918252, -0.367755], [-3.080222, -1.139936, 1.637406], [-0.191780, 5.425063, -1.683568], [1.639686, 9.138708, -0.059406], [-8.009722, -5.218084, 5.949214], [6.251472, 2.364097, -4.440081], [-7.740466, -3.234700, 5.582473], [1.982618, 2.800215, -2.223134], [5.732637, 2.295648, 0.344315], [9.397478, -2.538475, -2.871262], [-1.753905, -2.408648, 0.053891], [1.391889, -0.500200, -1.352572], [-0.589319, 3.833569, -2.357686], [-9.400581, -6.525145, 4.426535], [-11.191223, -5.246142, 7.330321], [-0.677155, 0.546926, -1.012746], [-0.789186, -0.131936, -0.107090], [9.039563, 3.809555, -9.760143]], "atomic_forces_ev_per_a": [[-0.13, 0.15, 0.14], [1.60, -0.50, -0.77], [0.47, -0.08, -0.77], [0.02, -0.06, 0.07], [-0.04, 0.00, -0.04], [0.08, 0.57, -0.38], [-0.25, 0.09, 0.15], [0.07, -0.39, 0.10], [0.03, 0.24, 0.11], [-0.02, -0.05, -0.07], [0.06, 0.04, 0.03], [-0.21, -0.02, 0.39], [0.15, -0.02, 0.35], [-0.08, 0.11, -0.06], [-3.27, 1.80, -0.84], [0.11, -0.08, -0.30], [-0.41, 0.38, 1.47], [-0.84, 2.16, 0.01], [-0.53, 0.13, 0.16], [0.09, 0.06, -0.14], [-0.03, -0.04, 0.00], [0.63, 0.31, 0.35], [-1.61, -3.67, -0.64], [-0.03, 0.02, -0.02], [-1.52, -0.79, -0.88], [0.05, 0.05, -0.09], [0.05, -0.02, -0.05], [-0.76, -1.16, 0.40], [-0.16, -0.01, 0.12], [-0.12, -0.14, 0.08], [0.03, -0.20, 0.24], [-0.06, -0.04, -0.01], [0.46, -0.86, 0.58], [-0.05, 0.00, 0.21], [-0.52, -0.29, -0.32], [0.05, 0.00, -0.10], [0.19, -1.12, 0.61], [-0.13, -0.12, 0.00], [-0.16, 0.40, 0.01], [-1.03, 1.69, -0.48], [0.40, -0.60, 0.32], [-1.06, 2.29, 0.36], [-0.36, -0.18, -0.22], [-0.21, -0.12, -0.53], [0.16, 0.28, -0.21], [-0.16, -0.41, 0.25], [0.23, -0.47, -0.28], [0.14, 0.17, -0.23], [-0.03, 0.00, 0.59], [-0.16, -1.82, 1.61], [-1.70, 2.74, 5.17], [-0.28, 0.06, 0.72], [-0.01, -0.05, -0.03], [0.41, 0.25, -0.56], [0.05, -0.20, -0.06], [-0.04, -0.10, 0.01], [0.07, -0.03, 0.00], [-0.14, -0.03, 0.05], [-0.12, 0.06, 0.02], [0.18, 0.00, -0.08], [-0.12, -0.12, 0.06], [-0.40, -1.15, -0.60], [-0.73, -1.24, 1.82], [-0.07, -0.12, 0.06], [-0.38, 0.15, -0.11], [0.30, -0.52, -0.05], [0.55, -1.16, 1.17], [0.27, -0.06, 0.11], [-0.28, -0.56, -0.21], [4.67, 3.39, -0.89], [0.22, -0.12, -0.49], [0.06, 0.07, 0.04], [0.25, 0.35, 0.06], [-0.05, 0.38, -0.20], [1.81, 0.91, -2.11], [0.07, 0.02, 0.00], [0.37, 0.00, -0.20], [-0.12, -0.17, 0.10], [-0.10, 0.45, 0.26], [-1.46, 2.68, 0.60], [-0.28, 0.00, 0.41], [0.19, -0.46, -0.36], [0.12, 0.18, -0.03], [0.51, 0.32, 0.02], [-0.21, -2.34, -1.16], [0.57, 1.28, 1.71], [0.02, 0.13, 0.05], [-0.38, -0.22, -0.06], [1.47, -1.16, -0.51], [-0.18, -0.11, -0.40], [1.10, 0.61, -0.10], [0.06, -1.09, 0.87], [0.04, -0.32, -0.14], [0.12, -0.02, 0.00], [1.04, -0.57, -0.21], [-0.33, 0.33, -0.12], [-1.13, 3.89, 11.54], [0.06, 0.00, 0.06], [-0.27, 0.35, -0.15], [-0.26, -0.12, -0.02], [0.14, -0.40, -0.16], [0.08, 1.76, 1.01], [0.01, 0.14, 0.16], [1.79, -5.48, -17.44], [0.03, -0.03, 0.08], [-0.24, -0.17, 0.28], [0.46, 0.10, -0.63], [-0.18, -0.19, -0.15], [0.00, -0.03, 0.08], [0.69, -0.20, -0.21], [0.26, 0.10, 0.25], [-0.14, 0.02, -0.03], [0.01, 0.01, -0.02], [-0.04, -0.59, 0.77], [-0.08, 0.35, -1.08], [0.48, 0.38, -0.26]]}